Entry from OMol25: a 9-piece molecular cluster, C32H54O7S5 overall in a non-equilibrium geometry (the ωB97M-V functional and the def2-TZVPD basis).

```
98
Properties=species:S:1:pos:R:3:forces:R:3
C -4.1910 2.3382 -1.6113 -0.3 0.4 0.6
S -2.9602 1.6798 -0.4403 0.4 -0.6 -0.9
O -2.2629 2.8517 0.2034 -0.8 -0.5 0.0
C -4.1361 0.9106 0.6932 -1.1 1.2 1.7
H -4.5211 3.2877 -1.1837 -0.1 0.0 -0.1
H -5.0502 1.6771 -1.7129 0.1 -0.1 0.1
H -3.7765 2.5084 -2.6018 0.3 0.0 0.1
H -3.7005 0.3181 1.4984 0.6 -0.3 -0.6
H -4.9920 0.3892 0.2677 0.5 -0.2 -0.6
H -4.6216 1.6947 1.2980 0.2 0.3 -0.4
C 4.0269 -0.8242 2.3040 0.5 -0.9 0.4
S 4.5334 -0.1881 0.6683 -0.3 1.1 0.2
O 4.4018 1.3151 0.6766 -0.2 -0.9 0.2
C 6.3231 -0.4587 0.7201 -0.7 -0.2 0.3
H 4.5568 -0.3578 3.1357 0.0 0.3 -0.2
H 4.2434 -1.8996 2.3475 0.4 0.1 -0.3
H 2.9544 -0.8334 2.5054 -0.1 0.7 -0.6
H 6.7830 0.1200 1.5185 -0.1 0.0 0.1
H 6.6595 -0.0710 -0.2378 0.1 -0.2 -0.1
H 6.4804 -1.5307 0.8320 0.3 0.0 -0.1
C -1.3967 0.4006 -3.7004 0.8 0.5 0.3
S -1.1561 1.2037 -5.2970 -1.0 0.0 0.1
O -2.4507 1.0728 -6.0419 0.5 0.1 0.1
C -1.0978 2.9041 -4.6855 -0.3 0.3 0.3
H -2.2698 0.7451 -3.1516 -0.3 -0.1 -0.4
H -0.5466 0.6950 -3.0761 0.1 -0.2 -0.1
H -1.3711 -0.6769 -3.8356 -0.2 0.0 -0.1
H -0.4119 3.0082 -3.8437 0.2 0.0 -0.2
H -2.0856 3.2288 -4.3461 -0.1 -0.4 0.0
H -0.8421 3.5773 -5.5014 0.3 -0.2 -0.1
C 2.0100 -1.2309 -3.6273 -0.5 -0.2 0.0
S 3.5011 -0.2771 -3.3135 -0.1 0.8 -0.4
O 4.3411 -0.3701 -4.5393 -0.1 -0.1 0.2
C 2.6588 1.3571 -3.3811 -0.8 -0.1 0.1
H 1.3381 -1.1681 -2.7685 0.1 0.1 0.1
H 2.2604 -2.2780 -3.7924 0.3 0.1 0.1
H 1.4796 -0.8898 -4.5183 0.2 0.2 0.0
H 2.0096 1.5015 -2.5117 0.2 -0.3 0.2
H 1.9856 1.3785 -4.2423 0.3 -0.1 -0.2
H 3.3115 2.2255 -3.4305 0.5 -0.4 0.0
C 0.9790 1.4025 0.6310 -0.8 -0.3 -0.7
S 0.3032 -0.2897 0.4826 0.8 -0.4 -0.1
O -0.5649 -0.2698 -0.7558 0.3 0.1 0.9
C -0.7582 -0.3370 1.9839 -0.7 0.3 -1.5
H 1.5818 1.5416 1.5232 -0.2 0.0 0.1
H 0.1031 2.0485 0.5147 0.1 0.2 0.5
H 1.5945 1.5855 -0.2500 0.2 -0.3 0.1
H -1.5429 -1.0560 1.7399 0.1 0.0 -0.1
H -1.2052 0.6564 2.0007 0.0 0.0 0.7
H -0.2859 -0.6995 2.8913 0.4 0.4 0.0
C -0.8653 0.1844 5.7766 0.6 0.9 0.1
C -0.9733 1.4085 5.1094 -0.3 -0.1 0.4
C 0.1028 1.9284 4.4053 0.2 0.2 0.5
C 1.3048 1.2427 4.3822 0.5 -0.3 0.0
C 1.4327 -0.0039 4.9944 -0.7 0.7 -0.2
C 0.3446 -0.4824 5.7237 0.5 -1.0 -0.2
H -1.6075 -0.1603 6.4826 -0.3 0.0 -0.3
H -1.8535 2.0235 5.2535 -0.1 -0.1 -0.2
H 0.0604 2.9350 4.0095 -0.1 -0.1 -0.2
H 2.1994 1.6930 3.9646 -0.2 0.0 -0.3
H 2.3697 -0.5310 4.8870 0.0 -0.2 0.4
H 0.4456 -1.4184 6.2647 0.0 0.0 0.0
C -1.6654 -4.4068 1.5367 -1.0 0.3 0.5
C -0.8305 -3.7605 2.4287 0.3 0.1 -0.2
C -1.2283 -3.5198 3.7474 0.2 -0.2 -0.5
C -2.4702 -3.9436 4.2055 0.9 0.7 -0.5
C -3.3366 -4.5369 3.2874 -0.4 0.1 1.4
C -2.9523 -4.7312 1.9904 0.3 -0.4 -1.0
H -1.4241 -4.5916 0.5000 0.3 0.1 0.0
H 0.1259 -3.3958 2.0676 0.1 -0.1 0.2
H -0.5301 -3.0028 4.3938 -0.1 0.0 0.1
H -2.6848 -3.6641 5.2284 -0.6 -0.4 0.0
H -4.3163 -4.8550 3.6251 0.0 0.1 -0.1
H -3.6712 -5.1479 1.2931 0.1 -0.1 0.0
C -1.7055 -3.9144 -2.1201 -0.5 -0.4 -0.4
C -0.3696 -3.5489 -2.1621 -0.4 0.5 -0.1
C 0.6173 -4.5102 -2.3254 0.2 0.4 -0.3
C 0.2712 -5.8444 -2.4221 -0.5 -1.0 0.3
C -1.0607 -6.2322 -2.3174 -0.1 0.8 0.6
C -2.0483 -5.2479 -2.1884 0.2 -1.2 -0.6
H -2.5232 -3.2047 -2.1669 0.3 0.3 0.3
H -0.1877 -2.4812 -2.1484 0.4 -0.1 0.2
H 1.6431 -4.1965 -2.4751 0.0 -0.1 0.2
H 0.9669 -6.6630 -2.5657 0.4 0.4 0.0
H -1.3333 -7.2754 -2.2307 0.0 -0.1 -0.4
H -3.0667 -5.5991 -2.3188 -0.2 0.4 0.5
O 2.8419 4.7989 -2.2195 0.3 -0.2 -0.3
C 1.8170 5.0510 -1.6659 0.5 -0.1 0.6
O 0.6230 4.8782 -2.2511 -0.6 0.0 -0.2
C -0.4335 5.4705 -1.4711 0.0 -0.2 0.2
C 0.1427 5.6400 -0.0667 0.2 0.4 0.1
C 1.6624 5.6116 -0.2621 -0.4 -0.1 -0.2
H -1.2775 4.7845 -1.4210 0.0 0.0 -0.3
H -0.7347 6.3996 -1.9549 0.1 0.0 0.0
H -0.1744 4.7801 0.5210 0.0 0.1 0.2
H -0.2008 6.5630 0.3973 -0.1 -0.1 0.1
H 2.1395 4.9952 0.4960 0.2 -0.2 -0.3
H 2.1918 6.5650 -0.2565 -0.3 0.2 0.1
```
Forces are in eV/Å.

Its total charge is 0. The LUMO energy is 0.3 eV. The calculation puts the electronic energy at -3769.15407 Ha. For the frontier orbital gap, the calculation gives 8.797 eV.


Entry from OMol25: a 9-piece molecular cluster, C32H56ClNO35PS8 overall in a non-equilibrium geometry (the ωB97M-V functional and the def2-TZVPD basis).

```
134
Properties=species:S:1:pos:R:3:forces:R:3
C -4.1255 -1.2321 -2.2723 0.8 -1.1 0.5
C -2.5636 -1.4082 -1.9492 -0.9 3.0 -1.2
C -1.8807 -0.1637 -2.6951 0.7 0.1 0.2
C -2.2762 -1.1941 -0.4124 -0.7 -0.3 0.1
C -2.0984 -2.5016 0.4577 1.6 -0.3 1.9
C -1.1120 -2.2529 1.7184 -1.3 -0.9 0.1
O -1.0185 -0.8737 2.0985 1.6 -0.5 -0.6
C 0.2057 -0.3045 1.7808 2.4 2.1 0.1
C 1.0086 -0.5939 0.6039 0.4 0.5 0.4
C 2.2841 0.0735 0.3098 -1.1 0.7 1.9
C 2.7944 1.1051 1.1987 -2.7 -1.5 0.5
C 1.9837 1.3970 2.4057 -0.1 -0.8 -1.5
C 0.7262 0.7280 2.7051 1.2 -0.4 -1.8
P -3.7961 -2.8810 1.2400 -1.6 1.1 -0.8
O -4.0810 -1.6456 2.4099 0.4 -0.9 -1.5
Cl -3.6134 -4.7148 2.2788 0.5 1.0 0.1
C -1.5157 -3.7649 -0.2997 -0.8 0.9 -0.8
C -2.1221 -3.8496 -1.7617 0.3 -3.5 -0.3
C -1.2406 -4.9729 -2.5095 -1.2 0.1 0.0
C -3.5941 -4.4435 -1.7867 -0.3 1.0 -0.5
N -1.9580 -2.6157 -2.5620 1.5 0.2 2.6
O -0.6725 -2.4456 -2.7333 -0.7 0.0 -0.6
H -4.3366 -0.1396 -2.3018 0.1 -1.1 -0.1
H -4.3455 -1.7377 -3.2698 0.1 0.7 1.6
H -4.7238 -1.6695 -1.4313 0.3 0.2 -0.9
H -1.7373 -0.3643 -3.7911 -0.5 0.2 1.0
H -2.4631 0.7856 -2.5242 0.4 -1.1 -0.3
H -0.8478 0.0438 -2.2901 -1.0 -0.4 -0.4
H -1.4334 -0.4601 -0.3288 -0.6 -1.1 0.2
H -3.1794 -0.6543 0.0105 0.9 -0.3 -0.5
H -1.5791 -2.7895 2.5979 0.6 0.6 -0.7
H -0.1318 -2.7614 1.5378 -0.6 0.9 0.1
H 0.6596 -1.3551 -0.1451 0.3 0.8 0.9
H 2.8381 -0.2342 -0.6050 -0.5 0.3 0.8
H 3.7419 1.6276 0.9693 -1.0 -0.4 0.4
H 2.3934 2.2020 3.0665 -0.7 -0.9 -0.4
H 0.1616 1.0052 3.6228 0.5 -0.3 -0.9
H -4.7669 -1.0789 1.9630 0.7 -0.7 0.6
H -1.7559 -4.7282 0.2168 0.1 0.9 -0.3
H -0.3891 -3.7146 -0.3681 -1.2 0.3 0.0
H -0.2010 -5.0054 -2.1012 -0.9 -0.1 -0.6
H -1.2770 -4.7738 -3.6137 0.4 -0.1 1.1
H -1.7861 -5.9520 -2.3697 0.9 0.8 0.1
H -3.6768 -5.4180 -1.2399 0.4 0.8 -0.5
H -3.8834 -4.5782 -2.8720 0.3 0.0 1.1
H -4.3593 -3.7542 -1.3488 0.7 -0.5 -0.3
C -6.9047 -0.8572 -6.6537 -0.4 0.4 -0.1
C -5.9576 -0.2814 -7.6893 0.0 -0.5 -0.3
O -4.9050 0.3176 -6.9305 -0.2 -0.1 0.7
S -4.6841 -0.5269 -5.5716 -0.4 0.1 -0.8
O -3.6032 -1.4298 -5.7745 -0.2 0.2 0.4
O -4.7431 0.3738 -4.4762 0.2 0.1 -0.5
O -6.0608 -1.3707 -5.6208 0.6 0.1 -0.2
H -7.5385 -0.0790 -6.2208 0.0 0.0 -0.1
H -7.5315 -1.6488 -7.0617 0.2 -0.1 0.2
H -6.4387 0.4566 -8.3284 0.2 0.2 0.2
H -5.5220 -1.0697 -8.3090 -0.1 0.0 0.0
C -6.6804 -5.8642 -3.3345 -0.5 0.1 0.4
C -6.7727 -7.3600 -3.5629 0.5 -0.1 0.3
O -7.1057 -7.4981 -4.9464 -0.1 0.6 -0.2
S -6.4344 -6.2840 -5.7770 0.1 -0.1 0.4
O -5.2164 -6.7473 -6.3458 -0.3 0.3 -0.1
O -7.4498 -5.6526 -6.5473 0.3 -0.3 0.0
O -6.0759 -5.3387 -4.5176 0.1 -0.6 -0.4
H -7.6729 -5.4179 -3.2327 0.0 0.0 0.0
H -6.0810 -5.6173 -2.4595 0.1 0.1 -0.2
H -7.5274 -7.8314 -2.9362 -0.1 0.0 -0.3
H -5.8076 -7.8461 -3.3964 0.0 0.0 0.1
C 7.7344 -1.9526 1.3517 0.0 -0.7 0.0
C 6.7398 -2.0229 0.2097 0.4 0.3 -0.3
O 5.5193 -1.5123 0.7532 0.1 0.2 0.7
S 5.8623 -0.3871 1.8602 0.3 -0.6 -0.2
O 5.7658 0.8936 1.2436 0.3 -0.2 0.4
O 5.1820 -0.7173 3.0621 0.0 0.3 -0.3
O 7.4294 -0.7345 2.0389 -0.5 0.3 -0.4
H 7.5948 -2.7818 2.0489 0.1 0.0 0.0
H 8.7641 -1.9449 1.0028 -0.1 0.2 0.2
H 6.6020 -3.0370 -0.1603 -0.2 0.1 0.1
H 7.0395 -1.3726 -0.6168 0.0 -0.1 0.0
C 11.3065 0.6746 3.1761 0.4 0.2 0.0
C 11.7431 0.4431 1.7382 -0.7 0.1 -0.3
O 12.3644 -0.8475 1.7450 -0.1 -0.3 0.7
S 11.6407 -1.7767 2.8460 0.1 0.8 0.0
O 10.6745 -2.5885 2.1811 0.3 -0.1 0.3
O 12.6342 -2.3182 3.7049 -0.3 -0.2 -0.4
O 10.8548 -0.6088 3.6299 0.0 -0.6 -0.6
H 12.1405 0.9829 3.8030 -0.1 -0.1 -0.1
H 10.5070 1.4100 3.2523 -0.1 -0.3 0.1
H 12.4342 1.1978 1.3874 0.1 -0.4 0.0
H 10.8808 0.3991 1.0653 0.0 0.0 0.1
C -5.3583 2.5591 3.6138 0.2 -0.4 0.5
C -3.9603 2.6898 3.0437 0.0 0.7 0.2
O -4.0114 1.9963 1.7928 -0.8 -0.4 -0.3
S -5.4853 2.1489 1.1593 0.4 0.1 1.0
O -5.4569 3.2115 0.2116 -0.3 -0.4 -0.1
O -5.9760 0.8439 0.8474 0.3 0.5 -0.2
O -6.2346 2.6765 2.4857 0.4 0.1 -0.7
H -5.5122 1.5742 4.0632 0.0 0.0 0.0
H -5.5772 3.3297 4.3488 -0.1 0.1 -0.3
H -3.2019 2.2565 3.6932 0.0 -0.2 -0.3
H -3.7109 3.7339 2.8419 0.0 0.0 0.1
C -3.1582 4.6439 8.4428 -0.5 0.0 0.3
C -3.2489 3.1485 8.2048 0.5 -0.1 0.4
O -3.6048 3.0192 6.8251 -0.2 0.7 -0.3
S -2.9520 4.2401 5.9938 0.3 0.0 0.9
O -1.7436 3.7812 5.4010 -0.4 0.3 -0.2
O -3.9835 4.8733 5.2446 0.3 -0.3 -0.1
O -2.5748 5.1773 7.2503 0.1 -0.6 -0.5
H -4.1498 5.0866 8.5647 0.0 0.0 0.0
H -2.5448 4.8875 9.3086 0.1 0.1 -0.2
H -3.9915 2.6699 8.8401 -0.1 0.0 -0.3
H -2.2800 2.6645 8.3511 0.0 0.0 0.0
C -4.4195 5.5212 -2.7304 -0.5 0.0 0.3
C -4.5125 4.0250 -2.9537 0.5 -0.2 0.4
O -4.8597 3.8803 -4.3343 -0.1 0.8 -0.3
S -4.1996 5.0888 -5.1754 0.0 -0.3 0.5
O -2.9861 4.6248 -5.7555 -0.3 0.3 -0.1
O -5.2233 5.7163 -5.9386 0.3 -0.2 0.0
O -3.8272 6.0411 -3.9240 0.1 -0.5 -0.4
H -5.4111 5.9671 -2.6193 0.0 0.0 0.0
H -3.8115 5.7718 -1.8627 0.1 0.1 -0.2
H -5.2599 3.5557 -2.3176 -0.1 0.0 -0.2
H -3.5452 3.5402 -2.7958 0.0 0.0 0.1
C 12.1673 5.9705 2.7646 0.1 0.6 -0.3
C 11.7523 5.3054 1.4663 -0.6 -0.1 0.2
O 12.8570 4.4673 1.1150 0.5 0.0 0.5
S 13.5637 3.9291 2.4632 -0.2 0.7 0.0
O 13.0626 2.6204 2.7408 0.7 1.0 0.1
O 14.9510 4.2165 2.3899 -0.3 -0.4 0.0
O 12.8710 4.9601 3.4930 -0.1 -0.6 -0.4
H 12.8542 6.8006 2.5830 0.0 0.0 0.0
H 11.3126 6.3272 3.3369 0.1 -0.2 0.1
H 11.5489 6.0250 0.6758 0.2 -0.1 -0.1
H 10.8760 4.6677 1.6108 0.0 0.1 0.0
```
Forces are in eV/Å.

Its total charge is 0. The LUMO energy (alpha / beta) is 0.1 / 0.1 eV. The calculation puts the electronic energy at -7927.81473 Ha. The expectation value of S² is 0.754. For the frontier orbital gap (alpha / beta), the calculation gives 8.291 / 8.294 eV. As for the multiplicity: 2.